Formula: C28H43F7N3O15
Source: the Open Molecules 2025 dataset
Level of theory: wB97M-V/def2-TZVPD

The geometry in XYZ format:
```
96
Properties=species:S:1:pos:R:3:forces:R:3
C 6.37948 -0.87900 2.28527 -0.7 1.1 0.1
C 5.37121 -0.17602 2.84870 0.9 -1.1 -0.8
C 4.64483 0.72895 1.89096 0.8 2.1 0.9
N 3.28031 1.13084 2.36865 0.1 -0.6 -0.2
F 2.95829 0.54115 3.57326 0.1 -0.1 -0.1
C 2.23654 0.93221 1.49749 -0.2 0.0 0.0
N 1.37754 -0.16956 1.51864 0.3 0.3 1.0
C 2.04590 -1.48311 1.43307 -0.1 -0.7 0.1
O 1.94412 -2.21220 2.60746 0.1 0.3 0.1
C 1.42127 -3.51386 2.40538 -0.2 -0.3 -0.2
C 0.22597 -0.08551 2.36457 -0.9 -0.1 -0.3
F -0.40572 1.08702 2.11553 0.3 -0.5 0.2
F -0.60442 -1.09922 2.04984 0.5 0.6 0.2
F 0.47337 -0.13043 3.67416 -0.2 0.0 -0.5
N 2.07579 1.80204 0.55094 -0.2 0.6 -0.2
C 1.07971 1.60163 -0.51341 0.3 -1.3 -0.8
C 1.55692 0.52453 -1.51911 -0.6 0.8 -0.2
C 1.94180 1.21389 -2.82942 0.0 -0.2 0.5
O 2.23131 0.35352 -3.88623 0.2 0.2 -0.4
C 2.89680 3.02097 0.48424 0.0 0.2 0.1
O 2.62256 3.87895 1.56202 -0.3 0.3 0.0
C 1.60659 4.76624 1.33879 -0.2 0.5 0.5
F 1.42688 5.47327 2.46348 0.1 -0.6 -1.1
F 1.89960 5.60706 0.31850 -0.3 -0.6 0.7
F 0.45510 4.12155 1.02688 0.6 0.5 0.1
H 6.96470 -0.29074 1.58592 -0.4 -0.8 -1.3
H 6.56920 -1.91817 2.46862 1.0 0.1 1.1
H 5.19541 -0.23564 3.90498 -1.2 -0.7 0.0
H 4.57943 0.30423 0.90202 -0.2 -0.3 -0.1
H 5.21134 1.66056 1.77944 0.0 0.2 0.0
H 3.09108 -1.33508 1.17372 0.2 0.3 0.0
H 1.59486 -2.02266 0.60447 -0.3 0.0 -0.2
H 2.03512 -4.08898 1.71752 0.2 -0.1 -0.1
H 1.39107 -4.02720 3.35409 0.1 0.1 0.3
H 0.41054 -3.47960 2.00631 -0.2 0.1 -0.1
H 0.92623 2.52173 -1.05685 0.1 0.4 0.3
H 0.13759 1.27810 -0.10844 -0.2 0.2 0.4
H 2.36189 -0.08232 -1.11599 0.2 -0.1 0.1
H 0.72575 -0.13883 -1.71380 0.1 -0.1 0.1
H 1.08497 1.81013 -3.13863 -0.1 0.2 -0.1
H 2.77546 1.90009 -2.63554 0.2 0.1 -0.1
H 2.49448 -0.50796 -3.56277 -0.1 -0.3 0.1
H 2.69648 3.50132 -0.46175 -0.1 0.0 -0.3
H 3.95123 2.79538 0.51581 0.2 -0.1 0.2
C -2.31281 -1.11666 -6.29651 0.4 0.0 -0.1
C -2.08876 -1.54270 -4.87085 -0.2 0.3 -0.2
C -2.37001 -0.51010 -3.79377 -0.1 -0.2 0.1
O -1.44477 -0.93778 -2.75324 -0.1 0.2 0.0
C -0.41241 -1.53926 -3.35937 0.0 -0.1 -0.1
O 0.62546 -1.78795 -2.80992 0.0 -0.6 0.0
O -0.67786 -1.80656 -4.63644 -0.1 -0.1 0.0
H -3.36977 -0.96562 -6.48779 -0.1 0.0 0.0
H -1.78220 -0.18949 -6.51066 -0.1 0.1 0.1
H -1.93102 -1.87822 -6.97743 -0.1 -0.1 0.1
H -2.63247 -2.46993 -4.66861 0.1 0.0 0.1
H -3.39105 -0.51096 -3.41808 0.3 0.0 0.0
H -2.10157 0.50119 -4.09038 0.0 0.0 -0.1
C -7.58083 -3.53346 -0.65644 -0.2 0.2 -0.1
C -6.38814 -3.02107 -1.42240 -0.3 -0.1 0.2
C -5.22985 -2.55331 -0.57133 0.2 -0.1 0.0
O -4.62009 -1.56172 -1.41418 0.0 0.0 0.1
C -5.59700 -1.04889 -2.20079 -0.3 -0.1 0.0
O -5.48507 -0.06600 -2.85897 0.0 0.2 0.0
O -6.70902 -1.80864 -2.13625 0.1 0.0 0.0
H -7.33904 -4.46851 -0.15241 0.0 0.0 0.0
H -7.90446 -2.80452 0.08727 0.1 0.0 0.0
H -8.42020 -3.70538 -1.32833 0.0 -0.1 0.0
H -6.06085 -3.76116 -2.15747 0.1 0.0 0.0
H -4.51970 -3.33995 -0.33096 0.1 0.1 -0.1
H -5.55834 -2.06622 0.34940 -0.1 0.0 0.0
C 5.69026 -2.75069 9.31700 -0.1 -0.3 -0.2
C 6.15602 -2.01228 8.08854 -0.1 -0.1 0.3
C 5.27733 -0.85873 7.66200 0.1 0.2 0.0
O 5.50932 -0.81710 6.24295 -0.1 0.0 0.1
C 5.82717 -2.07657 5.85054 0.1 -0.1 0.3
O 5.86381 -2.43439 4.71916 0.0 -0.1 -0.2
O 6.08969 -2.85502 6.91723 0.0 0.1 0.0
H 5.78036 -2.11908 10.19992 0.0 0.0 0.0
H 4.65063 -3.06205 9.20986 0.0 0.1 0.0
H 6.28419 -3.65054 9.46871 0.1 0.1 0.0
H 7.19413 -1.69199 8.20681 0.0 0.0 -0.1
H 5.54649 0.08808 8.12186 0.1 0.1 -0.2
H 4.21678 -1.05667 7.83112 0.0 -0.1 0.1
C -6.99769 4.69942 -5.54027 0.0 -0.2 -0.3
C -6.17944 3.74194 -4.71191 -0.2 0.3 -0.2
C -4.79720 4.23092 -4.34444 0.1 0.0 0.2
O -4.06849 2.99920 -4.21679 0.0 0.1 -0.1
C -4.66355 2.09727 -5.03419 -0.3 0.1 0.1
O -4.19303 1.04938 -5.33103 0.2 -0.2 -0.2
O -5.85793 2.55147 -5.45900 0.1 0.0 0.1
H -7.26733 5.57794 -4.95508 0.0 0.0 0.0
H -6.44230 5.01958 -6.42254 0.1 0.0 0.0
H -7.91000 4.21794 -5.88891 0.0 0.0 0.1
H -6.73588 3.43407 -3.82308 0.1 -0.1 0.0
H -4.76639 4.79189 -3.41421 0.1 -0.1 0.1
H -4.33868 4.82188 -5.14066 -0.1 0.0 0.0
```
Positions in Å, forces in eV/Å.

- F_max: 2.4 eV Å⁻¹
- 2S+1: 1
- Gap between HOMO and LUMO: 7.564 eV
- Lowest unoccupied orbital energy: -0.136 Eh
- HOMO level: -11.3 eV
- Total charge: +1